{"formula": "C5H20O5", "method": "ωB97M-V/def2-TZVPD", "symbols": ["C", "O", "H", "H", "H", "H", "C", "O", "H", "H", "H", "H", "C", "O", "H", "H", "H", "H", "C", "O", "H", "H", "H", "H", "C", "O", "H", "H", "H", "H"], "xyz": [[-21.811411, 8.147902, -1.208086], [-22.887960, 8.119794, -2.146514], [-21.571488, 7.117632, -0.960466], [-20.925163, 8.632207, -1.621886], [-22.088794, 8.676473, -0.290979], [-22.975447, 8.987095, -2.548189], [-25.008820, 4.037900, 1.409716], [-24.458391, 3.625988, 0.174485], [-24.286211, 4.599656, 2.016270], [-25.880815, 4.687601, 1.275470], [-25.293505, 3.139575, 1.949892], [-24.293820, 4.399822, -0.382542], [-24.040365, 3.308864, -6.271266], [-24.203923, 1.915336, -6.397486], [-23.838671, 3.700566, -7.264468], [-24.940917, 3.805573, -5.876795], [-23.214472, 3.564312, -5.596146], [-24.377663, 1.557799, -5.515562], [-24.609783, 1.468428, -2.429586], [-24.904088, 1.002041, -3.770157], [-25.290927, 1.034769, -1.704344], [-23.592585, 1.170810, -2.172360], [-24.650456, 2.552534, -2.409659], [-25.620691, 0.368612, -3.699087], [-24.819907, 5.507610, -3.119078], [-24.185409, 5.604824, -1.851443], [-24.095148, 5.345186, -3.920701], [-25.495536, 4.653204, -3.103215], [-25.408492, 6.401042, -3.340242], [-23.840311, 6.506022, -1.793185]], "forces_ev_per_angstrom": [[0.01, 0.20, 0.09], [0.16, -0.04, 0.12], [0.01, -0.04, -0.02], [0.00, -0.10, -0.08], [-0.06, -0.06, -0.05], [-0.09, 0.01, 0.01], [0.19, 0.30, -0.15], [0.01, -0.12, 0.09], [0.02, -0.13, 0.00], [-0.09, -0.16, 0.00], [-0.10, 0.00, 0.08], [-0.06, 0.04, -0.13], [-0.17, 0.03, 0.25], [0.00, -0.02, -0.02], [0.08, 0.11, -0.02], [0.05, -0.11, -0.13], [0.08, 0.02, -0.14], [-0.04, -0.04, 0.04], [0.42, -0.20, -0.56], [-0.08, 0.10, 0.58], [-0.11, 0.14, 0.07], [-0.03, -0.04, 0.03], [-0.19, 0.04, 0.09], [0.01, -0.02, -0.18], [-0.08, -0.16, -0.06], [-0.10, 0.13, -0.01], [0.03, 0.07, 0.03], [0.00, 0.00, 0.07], [0.02, 0.00, 0.00], [0.11, 0.01, -0.02]], "mulliken_charge": [-0.5813, -0.5560, 0.2459, 0.3046, 0.2683, 0.2878, -0.5777, -0.4133, 0.2456, 0.2564, 0.2205, 0.3638, -0.5027, -0.5397, 0.3023, 0.1826, 0.2106, 0.3927, -0.1904, -0.5416, 0.3143, 0.2592, -0.1666, 0.2812, -0.6538, -0.5607, 0.1954, 0.2789, 0.3589, 0.3148], "smiles": "CO.CO.CO.CO.CO", "e_above_lowest_kj_mol": 139.7, "total_charge": 0, "lumo_energy_ev": 0.442, "orbital_gap_ev": 10.0, "homo_ev": -9.6}

=====

{"formula": "C4H7NO2", "method": "ωB97M-V/def2-TZVPD", "symbols": ["C", "C", "N", "O", "C", "C", "O", "H", "H", "H", "H", "H", "H", "H"], "xyz": [[-2.298930, -0.430360, -0.155811], [-0.914888, -0.125972, 0.045826], [-0.818551, 1.180864, 0.242163], [0.081880, -1.008311, 0.137147], [1.333835, -0.513064, 0.590978], [2.115117, 0.138390, -0.535653], [3.118225, 0.779500, -0.344613], [-2.687730, -1.387203, 0.200430], [-2.104092, 1.043469, 0.194842], [-2.627579, -0.183101, -1.166262], [0.002950, 1.725235, -0.027692], [1.203934, 0.197950, 1.415418], [1.891393, -1.379578, 0.955762], [1.704435, -0.037825, -1.552534]], "forces_ev_per_angstrom": [[0.01, -0.28, 0.04], [-0.16, 0.23, 0.04], [0.03, 0.03, -0.13], [-0.18, 0.11, -0.05], [0.12, 0.05, 0.10], [0.45, 0.18, 0.15], [-0.54, -0.32, -0.13], [0.08, 0.22, -0.09], [0.09, -0.16, -0.03], [0.06, 0.02, 0.12], [-0.01, -0.15, 0.09], [0.01, -0.08, -0.11], [0.00, 0.09, -0.06], [0.05, 0.05, 0.07]], "mulliken_charge": [-1.3156, 0.7695, -0.4546, -0.3659, -0.5046, 0.0415, -0.4629, 0.2585, 0.4585, 0.2781, 0.2078, 0.4048, 0.3194, 0.3655], "e_above_lowest_kj_mol": 432.2, "total_charge": 0, "lumo_energy_ev": 0.510, "orbital_gap_ev": 9.0, "homo_ev": -8.5}

=====

{"formula": "C9H5N3SZr", "method": "ωB97M-V/def2-TZVPD", "symbols": ["S", "C", "N", "C", "C", "C", "C", "C", "N", "C", "C", "N", "C", "H", "H", "H", "H", "H", "Zr"], "xyz": [[-2.893544, 2.324869, -1.748435], [-2.150426, 1.048477, -1.912917], [-1.405379, -0.036145, -1.999792], [-0.880665, -0.374494, -0.681134], [-1.681991, -1.275056, 0.203116], [-1.217676, -1.589093, 1.444999], [0.048590, -1.003620, 1.885243], [0.854286, -0.104988, 1.051042], [1.977723, 0.375326, 1.590448], [2.608954, 1.203986, 0.730540], [2.158413, 1.501336, -0.603300], [1.036018, 0.992061, -1.113969], [0.376312, 0.192017, -0.243361], [-2.643632, -1.683335, -0.132947], [-1.812840, -2.267527, 2.070678], [0.416646, -1.231343, 2.904047], [3.538666, 1.678966, 1.079166], [2.762887, 2.174308, -1.225429], [-1.092339, -1.925746, -3.297993]], "forces_ev_per_angstrom": [[-0.27, 0.09, -0.15], [0.46, 0.12, -0.61], [-0.19, -1.42, 0.99], [0.32, -0.52, -0.46], [0.54, 0.11, 0.00], [0.11, 0.22, -0.39], [-0.19, -0.14, 0.40], [-0.90, -0.91, 0.80], [-0.58, 0.33, -1.33], [0.79, 0.51, -0.02], [0.06, 0.07, 0.08], [0.56, -0.03, 0.88], [-0.67, -0.23, -0.81], [0.27, 0.28, 0.00], [0.47, 0.34, 0.09], [-0.03, 0.11, -0.43], [-0.35, -0.26, -0.05], [-0.27, -0.26, 0.18], [-0.14, 1.60, 0.83]], "mulliken_charge": [0.1098, 0.4408, -0.5805, 0.7576, -0.1983, -0.7760, -0.1003, 0.3224, -0.3280, -0.1663, -0.2264, -0.3762, 0.5350, 0.6004, 0.5077, 0.5638, 0.4524, 0.4702, 1.9921], "total_charge": 4, "lumo_energy_ev": -19.510, "orbital_gap_ev": 4.7, "homo_ev": -24.2}

=====

{"formula": "C7H9NOS", "method": "ωB97M-V/def2-TZVPD", "symbols": ["C", "C", "C", "C", "C", "C", "C", "H", "H", "H", "H", "H", "H", "H", "H", "O", "N", "S", "H"], "xyz": [[1.223827, -1.973190, 0.167136], [0.931203, -0.529417, 0.054174], [1.231444, 0.289698, -1.079288], [1.149038, 1.680925, -1.046073], [0.420367, 2.249034, 0.013364], [0.155761, 1.485781, 1.124226], [0.266268, 0.155094, 1.157869], [1.702731, -2.318490, -0.781280], [0.390695, -2.425188, 0.611307], [2.040412, -2.198163, 1.031941], [1.567320, -0.196582, -1.922098], [1.419144, 2.352991, -1.873696], [0.273656, 3.340050, -0.052519], [-0.295295, 2.001861, 1.980412], [-0.215199, -0.436311, 1.991405], [-3.671142, -1.368168, -0.578966], [-2.531055, -0.658069, -0.326930], [-2.616382, 0.852846, -0.132349], [-3.442796, -2.304695, -0.338634]], "forces_ev_per_angstrom": [[3.61, 0.27, 0.93], [-1.23, 3.01, 0.73], [0.07, -0.35, 2.79], [-2.08, 0.30, 0.26], [2.48, 1.03, -1.20], [-1.58, 2.38, 1.20], [1.20, -3.56, -0.78], [-0.99, -0.43, 0.80], [-1.43, -1.41, -0.27], [-1.47, 0.87, -2.00], [1.08, -0.96, -1.81], [-0.02, -0.74, 0.19], [-0.10, -0.65, 0.52], [-0.04, -0.25, -0.27], [1.03, 0.65, -0.84], [-0.41, -0.44, 0.47], [0.94, -1.86, 0.27], [-1.09, 0.98, -0.44], [0.01, 1.17, -0.55]], "mulliken_charge": [-1.2637, 0.7994, -0.4917, -0.6453, -0.1384, -0.6755, -0.1336, 0.3391, 0.3407, 0.2361, 0.4077, 0.3147, 0.3588, 0.2963, 0.2609, -0.3942, 0.0883, -0.0720, 0.3722], "smiles": "Cc1ccccc1.ON=S", "e_above_lowest_kj_mol": 291.9, "total_charge": 0, "lumo_energy_ev": -0.678, "orbital_gap_ev": 7.7, "homo_ev": -8.3}

=====

{"formula": "C17H14Cl2O2Sm", "method": "ωB97M-V/def2-TZVPD", "symbols": ["C", "C", "C", "H", "C", "C", "H", "H", "H", "H", "Sm", "Cl", "C", "C", "C", "H", "C", "C", "H", "H", "H", "H", "Cl", "C", "C", "C", "C", "C", "C", "C", "O", "O", "H", "H", "H", "H"], "xyz": [[-1.125263, -0.011732, -1.931223], [0.282827, -0.085247, -2.134715], [0.872139, 1.159764, -1.661118], [0.851340, -0.883465, -2.610812], [-0.199478, 1.987478, -1.175790], [-1.432244, 1.256604, -1.355106], [-2.430065, 1.607256, -1.061949], [-1.855103, -0.778672, -2.161147], [1.865052, 1.467931, -1.920863], [-0.116180, 3.022077, -0.844598], [1.541623, 0.160336, 0.682501], [0.962778, -2.096218, 1.509924], [3.801697, -0.852171, 1.037013], [4.027553, 0.552353, 0.842528], [4.138040, 0.772461, -0.569105], [4.174073, 1.303309, 1.641190], [4.020288, -0.480014, -1.233860], [3.742618, -1.470494, -0.252683], [3.718946, -2.542461, -0.447967], [3.731920, -1.377777, 2.000963], [4.513591, 1.683693, -1.048075], [4.285499, -0.682113, -2.270308], [-4.665283, 3.848377, 6.541122], [-3.694237, 3.164120, 5.287444], [-4.318329, 2.412068, 4.258312], [-3.516381, 1.796081, 3.265816], [-2.094873, 1.906705, 3.294182], [-1.540216, 2.665941, 4.314806], [-2.290762, 3.265551, 5.317070], [-1.204631, 1.189831, 2.303364], [-1.838594, 0.359599, 1.640373], [0.095590, 1.403023, 2.161868], [-5.415232, 2.308972, 4.288356], [-4.030614, 1.249203, 2.471468], [-0.480304, 2.829318, 4.349239], [-1.792363, 3.789606, 6.115702]], "forces_ev_per_angstrom": [[0.86, 0.88, 0.35], [-0.18, 0.82, 0.68], [-1.47, -0.57, -0.38], [-0.24, 0.13, 0.13], [-0.78, -1.07, -0.62], [1.30, 0.18, 0.06], [0.57, -0.24, -0.09], [0.15, 0.01, 0.06], [0.33, 0.24, -0.01], [0.01, -0.32, 0.03], [-2.73, 1.11, -1.25], [-0.46, -1.05, 0.41], [0.93, -0.05, -0.03], [0.87, -0.29, -0.10], [0.60, -0.35, 0.24], [-0.08, -0.50, -0.58], [-0.09, 0.16, 1.16], [0.84, 0.62, 0.29], [-0.36, 0.38, 0.18], [-0.04, 0.37, -0.63], [-0.58, -0.25, 0.27], [-0.54, 0.18, 0.18], [-0.10, 0.20, 0.20], [0.84, -1.18, -1.18], [0.91, 0.24, 0.21], [0.00, 0.42, 0.52], [-0.38, 0.80, 0.66], [-0.17, 0.20, 0.18], [-1.27, -0.05, -0.12], [-0.01, -1.37, -1.63], [0.91, 0.34, 0.19], [-1.22, -0.01, 0.63], [0.70, 0.03, -0.25], [0.49, 0.04, 0.26], [0.42, -0.23, -0.14], [-0.04, 0.19, 0.11]], "mulliken_charge": [-0.5714, -0.6285, -0.5304, 0.3799, -0.7334, -0.3060, 0.3957, 0.3869, 0.7150, 0.3804, 1.1446, -0.5292, -0.5178, -0.7713, -0.5850, 0.4942, -0.1846, -0.4398, 0.3464, 0.4340, 0.4360, 0.4029, -0.2384, 0.4512, -0.5814, -0.1820, -0.0385, -0.2049, -0.6286, 0.5921, -0.5977, -0.7838, 0.3411, 0.4012, 0.3671, 0.3839], "total_charge": -1, "multiplicity": 6, "lumo_energy_ev": [2.520, 2.526], "orbital_gap_ev": [6.8, 6.8], "homo_ev": [-4.3, -4.3], "s2": 8.762}

=====

{"formula": "C4H10N3", "method": "ωB97M-V/def2-TZVPD", "symbols": ["C", "C", "C", "C", "N", "N", "N", "H", "H", "H", "H", "H", "H", "H", "H", "H", "H"], "xyz": [[-3.724869, -2.113046, -0.489169], [-3.980655, -0.876481, -0.209792], [-5.298428, 1.597107, 0.472118], [6.289078, -0.784255, 0.499465], [-5.227362, 2.694573, -0.035640], [-4.305839, 0.382942, -0.133738], [6.615165, 0.612572, 0.028405], [-2.733169, -2.528751, -0.008958], [-4.275227, -2.707490, -1.138689], [-6.026564, 1.323679, 1.277900], [7.078035, -1.134981, 1.036056], [5.335447, -0.873397, 0.980984], [6.175321, -1.410680, -0.380087], [-4.634864, 2.834700, -0.875974], [-3.966059, 0.735219, -1.089317], [6.740761, 1.223946, 0.748956], [5.939232, 1.024341, -0.682512]], "forces_ev_per_angstrom": [[3.61, 1.10, 2.69], [-2.13, 1.68, 0.55], [-0.59, -1.29, 1.15], [-1.81, 2.40, -3.01], [0.55, 0.12, -1.38], [1.16, -1.45, -2.98], [-1.47, -2.29, -3.24], [-2.03, 0.71, -1.04], [-1.17, -0.95, -0.95], [1.20, -0.39, -0.68], [2.05, -0.99, 1.79], [-0.44, 0.06, 0.87], [0.28, -0.09, -0.24], [-0.26, 0.22, 0.82], [-0.35, 0.27, 1.82], [0.24, 1.91, 2.28], [1.15, -1.00, 1.56]], "mulliken_charge": [-0.6823, 0.6689, 0.1580, -0.6963, -0.3256, -0.3334, -0.5151, 0.2564, 0.3276, 0.3590, 0.3130, 0.2402, 0.2781, 0.2703, 0.3011, 0.1835, 0.1966], "e_above_lowest_kj_mol": 543.2, "total_charge": 1, "lumo_energy_ev": -5.254, "orbital_gap_ev": 5.2, "homo_ev": -10.4}

=====

Question: Which formula does entry 1 have?
Answer: C5H20O5